Below is C34H24AlBr2N9O6 as an isolated structure, with properties calculated with the ωB97M-V functional and the def2-TZVPD basis.

Computed properties:
Maximum force = 0.5 eV/A
E_tot = -208023.2761 eV
Charge = -2
Frontier orbital gap = 4.455 eV
E_HOMO = -1.26 eV
2S+1 = 1
LUMO level = 3.19 eV

Each line ends with the Löwdin charge.
Geometry (Å):
Al 0.2078 -0.0299 0.3780  0.1404
Br 3.9020 -3.1597 -4.1409  0.6587
C 2.7190 -2.3424 -2.8813  -0.6854
C 1.5793 -1.7753 -3.3230  -0.0907
C 0.6568 -1.1916 -2.3676  -0.2369
N 1.0876 -1.1216 -1.0582  0.1135
C 2.2174 -1.7433 -0.6632  -0.1815
C 3.0793 -2.3834 -1.5161  -0.0971
C 2.4281 -1.6807 0.8224  -0.2367
C 3.5908 -2.0683 1.4463  -0.1210
C 3.7012 -1.6177 2.8064  -0.6967
Br 5.4588 -1.7044 3.5851  0.6431
C 2.7030 -1.0719 3.5048  -0.1184
C 1.3237 -1.0801 2.8991  -0.2646
N 1.3886 -1.1297 1.4423  0.0629
H 1.3101 -1.7826 -4.3697  0.0971
H -0.8116 -1.0340 -3.8216  0.0994
H 3.9761 -2.8679 -1.1691  0.0850
H 4.4359 -2.4725 0.9166  0.0718
H 2.8542 -0.6400 4.4855  0.0935
H 0.7269 -1.9327 3.2727  0.1372
C -0.5978 -0.8129 -2.7828  -0.0581
C -1.7125 -0.4060 -1.9523  -0.2348
C -2.9913 -0.7717 -2.3134  -0.1408
C -3.2382 -1.7801 -3.3737  -0.2011
C -4.1772 -1.5585 -4.3872  -0.0439
C -4.4395 -2.5099 -5.3625  -0.1131
C -3.7675 -3.7243 -5.3566  -0.1306
C -2.8322 -3.9679 -4.3564  -0.1014
C -2.5768 -3.0150 -3.3843  -0.0381
C -4.2130 -0.1950 -1.7106  -0.1855
C -5.3234 -1.0025 -1.4298  -0.0430
C -6.4926 -0.4871 -0.8931  -0.1114
C -6.6022 0.8691 -0.6171  -0.1284
C -5.5186 1.6921 -0.9016  -0.1024
C -4.3542 1.1730 -1.4413  -0.0423
H -4.7154 -0.6176 -4.3989  0.1137
H -5.1713 -2.2963 -6.1338  0.0874
H -3.9702 -4.4706 -6.1157  0.0823
H -2.2996 -4.9116 -4.3282  0.0920
H -1.8489 -3.2153 -2.6086  0.1197
H -5.2596 -2.0655 -1.6308  0.1128
H -7.3195 -1.1554 -0.6792  0.0881
H -7.5096 1.2768 -0.1886  0.0823
H -5.5774 2.7561 -0.7020  0.0920
H -3.5285 1.8372 -1.6608  0.1135
N -2.5784 0.4464 4.8438  0.0888
N -1.5019 0.3867 3.9483  -0.3666
N -0.2679 0.2283 4.4361  0.0437
C 0.5153 0.2089 3.2121  -0.3422
N -0.4875 0.3801 2.1409  -0.0272
N -1.6964 0.4744 2.7067  0.0788
H -2.1188 0.3311 5.7410  0.0613
H -2.9275 1.3993 4.7997  0.0734
H 1.2715 1.0267 3.1888  0.1181
O 0.5265 3.3983 0.8346  0.0737
C 1.4173 2.5742 0.7406  -0.5544
O 1.3898 1.4055 0.2192  0.0282
C 2.7805 2.8856 1.3646  -0.0692
C 3.8599 2.0261 1.1844  0.0975
C 5.0679 2.3501 1.7726  -0.1027
C 5.2503 3.4568 2.5769  0.0724
C 4.1467 4.2716 2.7412  -0.1160
C 2.9246 4.0230 2.1459  0.0775
N 4.2992 5.4782 3.5917  -0.3555
O 3.3378 6.2046 3.7226  0.0735
O 5.3822 5.6737 4.1082  0.0583
N 6.2489 1.4839 1.5148  -0.3512
O 6.1195 0.5785 0.7288  0.0829
O 7.2776 1.7502 2.1109  0.0499
H 3.7394 1.1247 0.5989  0.1364
H 6.1982 3.6744 3.0388  0.1244
H 2.0792 4.6822 2.2774  0.1313
C -1.4163 0.3765 -0.7289  -0.1056
H -2.2857 0.5124 -0.0887  0.0524
H -1.0498 1.3762 -1.0111  0.0857


Below is C5H5NO in the gas phase at a distorted geometry, with properties calculated with the ωB97M-V functional and the def2-TZVPD basis.

Computed properties:
Maximum force = 2.6 eV/A
E_tot = -8798.4663 eV
Charge = 0
Frontier orbital gap = 9.233 eV
E_HOMO = -9.17 eV
2S+1 = 1
LUMO level = 0.06 eV

Each line ends with the Löwdin charge.
Geometry (Å):
C 2.6485 -0.9442 0.4333  0.1523
C 1.7681 -0.1235 0.4506  -0.0365
C 0.6180 0.7654 0.4830  -0.4274
O 0.5014 1.6638 1.3032  0.0894
C -0.3826 0.4820 -0.5638  -0.2043
C -1.5757 -0.5254 -0.2868  -0.1238
N -1.7535 0.8952 -0.3246  0.0364
H 3.4441 -1.6562 0.4280  0.0373
H -0.2086 -0.3523 -1.2632  0.1414
H -1.5105 -1.1096 0.6121  0.1123
H -2.0379 -1.0152 -1.1539  0.1161
H -1.7434 1.1829 0.6596  0.1070